Version 1
Formula: C25H40GeN7O4RuS2
Source: the Open Molecules 2025 dataset
Level of theory: the ωB97M-V functional and the def2-TZVPD basis

The HOMO-LUMO gap (alpha / beta) is 5.937 / 7.102 eV. As for the expectation value of S²: 0.760. The spin multiplicity is 2. Its HOMO energy (alpha / beta) is -5.7 / -6.8 eV.

Cartesian coordinates (Å):
Ru -0.78 0.74 0.45
N 5.43 1.52 -4.79
C 4.84 1.37 -3.54
C 5.10 2.28 -2.51
C 4.55 2.11 -1.26
C 3.74 1.02 -1.00
C 3.48 0.10 -2.01
C 4.02 0.27 -3.27
S 3.03 0.79 0.60
O 3.01 -0.63 0.86
O 3.77 1.63 1.51
N 1.48 1.23 0.46
C 1.16 2.54 0.28
N -0.19 2.66 0.30
C -0.71 3.87 0.16
C 0.10 4.99 -0.01
C 1.46 4.75 -0.05
N 2.01 3.55 0.08
H 5.72 2.45 -5.02
H 4.95 1.06 -5.55
H 5.75 3.13 -2.71
H 4.75 2.81 -0.46
H 2.86 -0.76 -1.79
H 3.82 -0.46 -4.05
H -1.79 3.94 0.18
H -0.32 5.97 -0.12
H 2.16 5.57 -0.21
C 0.59 -0.94 4.39
Ge -0.15 0.84 3.99
C 1.30 2.13 4.12
C -1.45 1.25 5.41
C -1.18 0.74 2.35
H 1.07 -0.95 5.37
H 1.34 -1.21 3.65
H -0.20 -1.69 4.38
H 1.59 2.22 5.17
H 1.02 3.12 3.75
H 2.17 1.80 3.56
H -0.98 1.16 6.40
H -2.29 0.55 5.38
H -1.83 2.26 5.31
H -2.05 0.09 2.55
C -4.46 -0.29 -3.18
N -4.29 0.37 -1.89
C -5.31 0.98 -1.24
C -5.12 1.62 -0.07
C -3.79 1.60 0.47
N -2.81 0.95 -0.13
C -3.00 0.39 -1.37
O -2.07 -0.09 -2.01
N -3.52 2.25 1.61
H -5.49 -0.16 -3.50
H -4.24 -1.35 -3.09
H -3.79 0.14 -3.91
H -6.28 0.92 -1.72
H -5.93 2.11 0.45
H -4.28 2.57 2.18
H -2.62 1.99 2.07
C -2.31 -4.71 -2.14
C -1.55 -5.04 -0.85
C -1.61 -3.90 0.17
S -0.75 -2.40 -0.35
O -1.36 -1.37 0.58
C 0.87 -2.70 0.36
C 1.74 -3.74 -0.35
C 1.81 -3.56 -1.87
H -2.26 -5.55 -2.84
H -1.89 -3.84 -2.64
H -3.36 -4.51 -1.93
H -0.52 -5.29 -1.08
H -1.98 -5.92 -0.38
H -1.21 -4.18 1.14
H -2.63 -3.56 0.30
H 0.70 -2.95 1.41
H 1.35 -1.73 0.34
H 1.41 -4.75 -0.11
H 2.74 -3.62 0.07
H 0.88 -3.84 -2.37
H 2.61 -4.18 -2.29
H 2.01 -2.52 -2.14

Here are the Mulliken charges for atoms 1 to 4, given in e: 0.0377 -0.5721 1.0427 -0.8193



Version 2
Formula: C25H40GeN7O4RuS2
Source: the Open Molecules 2025 dataset
Level of theory: the ωB97M-V functional and the def2-TZVPD basis

The HOMO-LUMO gap (alpha / beta) is 6.663 / 7.178 eV. As for the expectation value of S²: 1.050. The spin multiplicity is 2. Its HOMO energy (alpha / beta) is -6.3 / -6.8 eV.

Cartesian coordinates (Å):
Ru 0.18 -0.28 -0.19
N -3.74 -7.10 0.80
C -3.55 -5.73 0.95
C -3.96 -5.08 2.13
C -3.80 -3.72 2.27
C -3.25 -2.98 1.23
C -2.86 -3.60 0.05
C -3.01 -4.97 -0.09
S -3.07 -1.24 1.37
O -3.64 -0.68 0.17
O -3.59 -0.82 2.65
N -1.47 -0.92 1.28
C -0.59 -1.52 2.12
N 0.69 -1.18 1.81
C 1.67 -1.75 2.50
C 1.44 -2.62 3.54
C 0.10 -2.90 3.80
N -0.91 -2.37 3.12
H -3.84 -7.63 1.64
H -3.16 -7.55 0.11
H -4.39 -5.67 2.93
H -4.09 -3.21 3.18
H -2.44 -3.00 -0.76
H -2.70 -5.46 -1.00
H 2.68 -1.48 2.20
H 2.24 -3.08 4.09
H -0.18 -3.59 4.59
C 2.58 -3.03 -2.09
Ge 0.68 -3.32 -1.67
C 0.72 -4.27 0.04
C -0.10 -4.52 -3.00
C -0.21 -1.61 -1.60
H 3.13 -3.98 -2.04
H 3.00 -2.34 -1.35
H 2.71 -2.60 -3.08
H 1.23 -5.23 -0.11
H -0.29 -4.46 0.44
H 1.28 -3.69 0.77
H 0.51 -5.42 -3.12
H -0.17 -4.01 -3.97
H -1.11 -4.81 -2.70
H -1.16 -1.49 -2.14
C -3.72 2.48 0.81
N -2.35 2.34 1.35
C -2.07 2.54 2.66
C -0.83 2.38 3.17
C 0.18 1.95 2.27
N -0.09 1.71 1.00
C -1.37 1.81 0.52
O -1.62 1.46 -0.62
N 1.47 1.81 2.65
H -4.29 3.10 1.51
H -4.18 1.51 0.69
H -3.66 2.97 -0.16
H -2.91 2.85 3.27
H -0.64 2.54 4.23
H 1.68 1.75 3.63
H 2.05 1.30 2.00
C 2.59 4.83 -0.68
C 3.44 4.08 -1.71
C 3.71 2.62 -1.34
S 2.20 1.64 -1.21
O 2.48 0.59 -0.13
C 2.30 0.76 -2.78
C 1.73 1.53 -3.97
C 0.27 1.99 -3.80
H 2.41 5.86 -0.99
H 3.10 4.86 0.30
H 1.62 4.36 -0.53
H 4.40 4.58 -1.82
H 2.95 4.13 -2.69
H 4.15 2.54 -0.34
H 4.37 2.13 -2.05
H 1.72 -0.14 -2.59
H 3.35 0.49 -2.92
H 1.80 0.87 -4.83
H 2.37 2.39 -4.19
H -0.34 1.19 -3.38
H -0.15 2.28 -4.76
H 0.18 2.84 -3.12

Here are the Mulliken charges for atoms 1 to 4, given in e: 0.0453 -0.5635 1.0965 -0.8434



Short version: version 1 is the most stable of them.



Version 1
Formula: CH12N2O5
Source: the Open Molecules 2025 dataset
Level of theory: the ωB97M-V functional and the def2-TZVPD basis

The HOMO-LUMO gap is 4.828 eV. Its HOMO energy is -10.0 eV.

Cartesian coordinates (Å):
N 0.02 1.29 2.27
C -0.05 0.45 1.07
N 1.22 0.08 0.52
O -0.85 -0.60 1.35
H -0.32 2.24 2.14
H -0.50 0.87 3.03
H -0.53 1.09 0.30
H 1.39 -0.94 0.45
H 0.78 2.50 -2.08
H 1.37 0.62 -0.34
O 0.54 1.85 -1.40
H -0.52 1.22 -1.63
H -2.02 0.84 -2.27
O -1.41 0.53 -1.58
H 0.36 -2.03 -0.93
H -0.37 -1.04 -1.87
O 0.45 -1.58 -1.81
H -0.29 -1.57 1.08
H 0.32 -3.36 0.99
O 0.41 -2.45 0.70

Here are the Mulliken charges for atoms 1 to 4, given in e: -0.5110 0.7263 -0.2639 -0.4958



Version 2
Formula: CH12N2O5
Source: the Open Molecules 2025 dataset
Level of theory: the ωB97M-V functional and the def2-TZVPD basis

The HOMO-LUMO gap is 5.095 eV. Its HOMO energy is -9.6 eV.

Cartesian coordinates (Å):
N 0.34 2.14 -1.00
C -0.08 0.81 -0.75
N 1.08 0.08 -0.34
O -0.86 0.33 -1.74
H 1.18 2.22 -1.55
H -0.41 2.68 -1.38
H -0.70 0.68 0.23
H 1.06 -0.91 -0.63
H 1.18 1.41 2.97
H 1.47 0.27 0.59
O 1.08 0.80 2.24
H -0.07 0.33 1.91
H -1.77 0.36 2.10
O -1.07 0.02 1.54
H -0.24 -2.29 -0.31
H -0.74 -1.41 0.95
O -0.41 -2.29 0.64
H -0.54 -0.71 -1.77
H -0.47 -2.59 -2.12
O -0.03 -1.92 -1.58

Here are the Mulliken charges for atoms 1 to 4, given in e: -0.4869 0.7278 -0.3466 -0.5284



Short version: version 2 is the most stable of them.



Version 1
Formula: C6H10N3O
Source: the Open Molecules 2025 dataset
Level of theory: the ωB97M-V functional and the def2-TZVPD basis

The HOMO-LUMO gap is 8.423 eV. The charge is +1. Its HOMO energy is -12.8 eV.

Cartesian coordinates (Å):
C -0.67 -0.12 0.15
C -4.00 -0.45 -0.76
C 2.34 -1.28 0.24
C -1.76 -0.25 1.29
C 2.20 1.08 0.83
C 2.12 0.32 -1.52
N -2.79 -0.20 -1.12
N -1.89 -0.16 -0.15
N 2.40 -0.08 -0.10
O 2.33 -2.36 0.64
H -4.80 -0.44 -1.44
H -4.42 -0.48 0.21
H -1.89 -1.13 1.87
H -2.12 0.68 1.91
H 1.53 1.73 0.45
H 1.87 0.65 1.74
H 3.30 1.56 0.96
H 2.59 -0.47 -2.09
H 1.13 0.14 -1.55
H 2.54 1.28 -1.56

Here are the Mulliken charges for atoms 1 to 4, given in e: -0.2163 -0.1876 0.7821 -0.6404



Version 2
Formula: C6H10N3O
Source: the Open Molecules 2025 dataset
Level of theory: the ωB97M-V functional and the def2-TZVPD basis

The HOMO-LUMO gap is 8.551 eV. The charge is +1. Its HOMO energy is -12.2 eV.

Cartesian coordinates (Å):
C -0.45 1.56 -1.60
C -0.09 0.30 -2.00
C -0.87 0.05 0.10
C 1.23 -0.12 2.94
C 0.39 -0.03 -3.31
C -0.93 -1.33 2.64
N 2.18 0.60 2.86
N -0.38 -0.63 -0.97
N -0.89 1.33 -0.28
O 0.50 -1.06 2.83
H -0.27 2.51 -2.11
H -0.18 -0.70 -3.83
H 0.48 0.82 -3.97
H 1.35 -0.45 -3.43
H -1.12 -0.63 1.57
H -1.29 -1.00 3.61
H -1.15 -2.37 2.29
H 2.93 0.68 3.56
H -0.25 -1.60 -1.12
H -1.20 2.06 0.22

Here are the Mulliken charges for atoms 1 to 4, given in e: -0.4039 0.6274 -0.6059 0.6254



Short version: version 2 is the most stable of them.



Version 1
Formula: C4H8NOS
Source: the Open Molecules 2025 dataset
Level of theory: the ωB97M-V functional and the def2-TZVPD basis

The HOMO-LUMO gap is 5.067 eV. The charge is -1. Its HOMO energy is -2.2 eV.

Cartesian coordinates (Å):
C 0.61 1.01 -0.33
N 1.50 0.01 0.16
C 2.63 0.04 -0.46
O 3.86 0.30 0.08
C -0.88 0.82 0.22
C -1.38 -0.62 -0.04
S -3.14 -0.92 0.29
H 0.40 0.96 -1.45
H 0.94 2.01 -0.01
H 3.23 1.16 -0.17
H 2.71 -0.14 -1.54
H -1.56 1.48 -0.34
H -1.00 0.96 1.30
H -0.80 -1.28 0.60
H -1.06 -0.92 -1.09

Here are the Mulliken charges for atoms 1 to 4, given in e: -0.3887 -0.3861 -0.1250 -0.4540



Version 2
Formula: C4H8NOS
Source: the Open Molecules 2025 dataset
Level of theory: the ωB97M-V functional and the def2-TZVPD basis

The HOMO-LUMO gap is 6.451 eV. The charge is -1. Its HOMO energy is -3.1 eV.

Cartesian coordinates (Å):
C 0.69 1.13 -0.26
C -1.74 1.26 -0.58
S -2.98 0.28 0.05
C 1.64 0.10 -0.29
N 1.31 -1.19 0.14
C 0.08 -1.60 0.73
O 2.84 0.29 -0.48
H -0.48 0.88 -0.36
H 0.96 2.15 -0.06
H -1.72 2.29 -0.23
H -1.75 1.36 -1.66
H 2.12 -1.67 0.42
H -0.71 -1.80 0.00
H -0.39 -0.86 1.39
H 0.16 -2.59 1.19

Here are the Mulliken charges for atoms 1 to 4, given in e: -0.9012 -0.4871 -0.3925 0.3915



Short version: version 2 is the most stable of them.